Computed, not measured: C18H14MoN5O2S2 as an isolated structure in a non-equilibrium geometry, with ωB97M-V with the def2-TZVPD basis set.

```
42
Properties=species:S:1:pos:R:3:lowdin_spin:R:1
Mo 0.915 0.536 -1.856 2.106
N -3.547 0.372 3.838 0.000
C -3.268 0.667 2.499 0.000
C -1.967 0.990 2.111 0.002
C -1.694 1.328 0.800 0.016
C -2.710 1.334 -0.148 0.002
C -4.007 1.020 0.230 0.000
C -4.285 0.691 1.548 0.001
S -2.355 1.754 -1.822 0.011
O -1.598 2.969 -1.814 0.008
O -3.602 1.707 -2.536 0.001
N -1.334 0.583 -2.336 0.022
C -1.492 -0.694 -1.848 0.036
N -2.647 -1.339 -1.682 -0.003
C -2.563 -2.575 -1.213 0.032
C -1.368 -3.211 -0.909 0.000
C -0.220 -2.460 -1.076 0.033
N -0.278 -1.218 -1.520 0.027
H -2.764 0.035 4.372 0.000
H -4.377 -0.175 3.992 0.000
H -1.165 0.983 2.841 0.000
H -0.677 1.585 0.526 0.019
H -4.785 1.017 -0.521 0.000
H -5.301 0.444 1.840 0.000
H -3.507 -3.093 -1.066 0.002
H -1.333 -4.225 -0.540 -0.001
H 0.769 -2.833 -0.835 0.001
S 2.087 4.445 -4.517 0.039
C 1.696 3.170 -3.564 0.039
N 1.425 2.259 -2.885 0.018
C 2.437 0.168 -0.961 -0.266
C 3.577 -0.186 -0.114 -0.043
C 3.574 -1.331 0.689 -0.035
C 4.665 -1.658 1.481 0.003
C 5.790 -0.841 1.494 -0.034
C 5.808 0.303 0.703 0.003
C 4.718 0.625 -0.091 -0.035
H 2.693 -1.963 0.689 -0.002
H 4.636 -2.551 2.094 0.001
H 6.643 -1.092 2.112 -0.003
H 6.679 0.948 0.704 0.001
H 4.733 1.513 -0.711 -0.002
```

Values from the calculation:
charge	-1
energy above the lowest of the compared OMol25 structures with the same formula, charge and spin	0.0	kcal/mol
calculated total energy	-53965.406	eV
molecular weight	492.417	u
multiplicity	3
highest occupied orbital energy (alpha / beta)	-4.158 / -4.495	eV
expectation value of S²	2.166
frontier orbital gap (alpha / beta)	6.591 / 6.840	eV
largest force on an atom	1.78	eV/A

=====

Computed, not measured: C15H25CeClINO2P as an isolated structure in a non-equilibrium geometry, with ωB97M-V with the def2-TZVPD basis set.

```
47
Properties=species:S:1:pos:R:3:mulliken_charge:R:1
C 0.596 -5.785 -3.815 -0.633
C 0.651 -4.349 -3.902 0.712
H 0.913 -6.302 -4.745 0.381
H -0.455 -6.034 -3.568 0.333
H 1.257 -6.054 -2.969 0.331
O 0.739 -3.211 -4.142 -0.120
I -0.002 -4.090 1.052 -0.144
Ce -0.028 -1.493 -0.204 0.922
P -2.738 -0.337 -1.122 0.844
C -3.328 1.115 -2.044 -1.241
C -3.436 -1.662 -2.181 -1.319
H -3.738 -0.979 1.005 0.390
H -4.980 -0.526 -0.220 0.453
H -4.022 0.741 0.624 0.375
C -4.002 -0.275 0.208 -1.320
H -3.146 -2.648 -1.793 0.400
H -4.530 -1.568 -2.159 0.419
H -4.386 0.964 -2.305 0.400
H -2.745 1.256 -2.960 0.407
H -3.073 -1.537 -3.209 0.348
H -3.241 2.007 -1.409 0.393
C -0.098 0.710 -1.526 0.407
O -0.045 1.830 -1.835 -0.176
Cl -1.301 -0.792 1.978 -0.344
C 1.248 3.467 1.234 -0.782
N 1.221 2.852 2.584 -0.030
C 0.259 3.545 3.482 -0.838
C 0.951 1.353 2.557 -0.845
C 1.992 0.657 1.743 0.410
C 3.336 0.858 2.100 -0.556
C 4.354 0.318 1.310 -0.761
C 4.076 -0.412 0.159 -0.975
C 2.719 -0.657 -0.189 -0.669
C 1.712 -0.137 0.627 1.103
H 0.266 3.346 0.762 0.305
H 2.019 2.994 0.618 0.316
H 1.468 4.533 1.359 0.402
H 2.161 2.959 2.992 0.399
H -0.751 3.471 3.052 0.354
H 0.288 3.054 4.462 0.361
H 0.564 4.593 3.571 0.389
H 0.956 1.035 3.609 0.316
H -0.066 1.234 2.184 0.256
H 3.595 1.452 2.987 0.406
H 5.388 0.502 1.607 0.430
H 4.901 -0.778 -0.458 0.414
H 2.484 -1.219 -1.114 0.379
```

Values from the calculation:
charge	+3
energy above the lowest of the compared OMol25 structures with the same formula, charge and spin	0.0	kcal/mol
calculated total energy	-64358.374	eV
molecular weight	584.817	u
multiplicity	1
highest occupied orbital energy	-17.406	eV
frontier orbital gap	6.650	eV
largest force on an atom	6.07	eV/A

=====

Computed, not measured: a 3-piece molecular cluster, C3H9NO2 overall in a non-equilibrium geometry, with ωB97M-V with the def2-TZVPD basis set.

```
15
Properties=species:S:1:pos:R:3:mulliken_charge:R:1
C -0.205 0.364 -0.381 -1.117
C 0.557 1.521 -0.725 0.311
C 1.986 1.558 -0.499 -0.078
N 2.639 0.735 0.234 -0.488
O -2.613 -1.293 -0.069 -0.742
H -1.265 0.557 -0.502 0.376
H 0.058 -0.558 -0.913 0.398
H -0.044 0.126 0.709 0.320
H 2.550 2.354 -0.981 0.366
H 0.212 2.108 -1.576 0.322
H -0.307 -2.295 2.043 0.178
H 1.932 0.259 0.799 0.312
H -2.953 -2.181 -0.155 0.260
H -1.846 -1.534 0.637 0.421
O -0.702 -1.719 1.378 -0.839
```

Values from the calculation:
energy above the lowest of the compared OMol25 structures with the same formula, charge and spin	160.3	kcal/mol
calculated total energy	-8836.006	eV
molecular weight	91.110	u
multiplicity	1
highest occupied orbital energy	-8.385	eV
frontier orbital gap	4.372	eV
largest force on an atom	2.89	eV/A

=====

Computed, not measured: a 5-piece molecular cluster, C47H72N10O6 overall in a non-equilibrium geometry, with ωB97M-V with the def2-TZVPD basis set.

```
135
Properties=species:S:1:pos:R:3:mulliken_charge:R:1
C 5.220 -3.601 -2.694 -1.278
C 4.617 -2.531 -1.767 -0.224
C 4.980 -1.097 -2.180 -0.934
C 4.825 -0.174 -1.000 0.333
C 5.885 -0.009 -0.114 -0.641
C 5.810 0.812 1.004 -1.227
C 4.639 1.512 1.260 -0.427
C 3.577 1.359 0.381 1.098
C 3.643 0.535 -0.741 -0.151
C 2.437 0.482 -1.612 -0.080
O 2.518 0.387 -2.811 -0.637
C 1.140 0.587 -0.904 0.899
C 0.015 -0.121 -1.326 0.606
C 0.054 -1.039 -2.522 -0.922
C -0.407 -0.326 -3.815 -0.587
C -1.923 -0.304 -3.985 -0.491
C -2.461 -1.552 -4.706 -0.939
N -3.679 -2.093 -4.063 -0.391
C -3.419 -2.679 -2.793 0.292
N -3.954 -2.177 -1.761 -0.453
N -2.606 -3.829 -2.779 -0.658
C -1.173 0.039 -0.603 0.384
C -1.276 0.845 0.527 0.675
C -2.584 1.051 1.271 -0.613
C -3.752 0.148 0.869 -1.763
C -3.893 -1.122 1.697 0.414
C -4.369 -0.825 3.116 -1.285
N -4.834 -1.977 3.899 0.023
C -4.022 -3.120 3.901 0.031
N -4.182 -4.062 3.069 -0.693
N -3.102 -3.127 4.972 -0.482
C -0.119 1.512 0.983 0.557
C -0.145 2.307 2.260 -1.658
C 0.543 1.472 3.419 -1.390
C 0.647 -0.013 3.167 -0.273
C 1.878 -0.570 2.804 -0.380
C 2.024 -1.919 2.505 -0.663
C 0.926 -2.772 2.562 -1.115
C -0.300 -2.238 2.962 -0.133
C -0.436 -0.888 3.266 0.559
C 1.059 1.401 0.241 0.523
C 2.313 2.117 0.620 -0.692
O 2.361 3.242 1.051 -0.620
H 5.917 -3.183 -3.413 0.353
H 4.449 -4.180 -3.194 0.324
H 5.783 -4.316 -2.097 0.322
H 5.038 -2.682 -0.775 0.331
H 3.541 -2.662 -1.656 0.243
H 6.043 -1.121 -2.419 0.708
H 4.435 -0.779 -3.056 0.248
H 6.812 -0.537 -0.295 0.508
H 6.641 0.930 1.682 0.449
H 4.509 2.168 2.106 0.532
H 1.058 -1.421 -2.665 0.120
H -0.596 -1.893 -2.325 0.277
H -0.041 0.694 -3.761 0.352
H 0.045 -0.768 -4.691 0.577
H -2.465 -0.208 -3.049 0.134
H -2.183 0.565 -4.587 0.571
H -1.680 -2.306 -4.859 0.325
H -2.764 -1.243 -5.702 0.369
H -4.016 -2.854 -4.649 0.309
H -3.706 -2.709 -0.927 0.143
H -1.858 -3.729 -3.458 0.291
H -2.180 -3.955 -1.870 0.286
H -2.047 -0.494 -0.937 -0.856
H -2.886 2.079 1.054 0.569
H -2.405 1.028 2.339 0.000
H -3.748 -0.067 -0.190 0.555
H -4.670 0.716 1.036 0.506
H -4.682 -1.719 1.236 0.672
H -3.004 -1.751 1.660 -0.042
H -5.230 -0.170 3.004 0.539
H -3.635 -0.258 3.690 0.098
H -5.791 -2.210 3.688 0.411
H -3.541 -4.830 3.259 0.282
H -2.423 -3.869 4.848 0.283
H -2.566 -2.265 5.010 0.206
H -1.152 2.502 2.603 0.479
H 0.354 3.260 2.167 0.567
H 1.574 1.804 3.525 0.339
H 0.071 1.663 4.379 0.661
H 2.747 0.067 2.743 0.617
H 2.989 -2.310 2.215 0.447
H 1.017 -3.815 2.307 0.476
H -1.147 -2.909 3.004 0.364
H -1.414 -0.540 3.569 0.326
C 6.042 1.866 -3.612 -0.752
C 7.041 1.677 -4.727 0.498
O 8.106 1.108 -4.556 -0.671
N 6.708 2.168 -5.953 -0.107
C 5.495 2.862 -6.340 -0.804
H 6.441 1.425 -2.705 0.209
H 5.864 2.928 -3.435 0.509
H 5.099 1.372 -3.853 0.139
H 7.414 2.012 -6.654 0.241
H 4.986 2.308 -7.132 0.283
H 5.738 3.858 -6.716 0.272
H 4.821 2.962 -5.496 0.278
C 1.418 2.255 -7.319 -1.084
C 1.109 0.780 -7.421 0.710
O 0.687 0.144 -6.467 -0.549
N 1.321 0.176 -8.619 -0.191
C 1.814 0.766 -9.850 -0.939
H 1.200 2.582 -6.307 0.235
H 2.471 2.443 -7.530 0.200
H 0.803 2.826 -8.015 0.374
H 1.096 -0.806 -8.619 0.237
H 1.074 0.647 -10.643 0.301
H 2.735 0.268 -10.158 0.288
H 2.017 1.823 -9.718 0.361
C -1.959 5.579 5.725 -1.410
C -0.847 5.460 4.709 0.926
O 0.221 4.936 4.973 -0.643
N -1.071 5.963 3.465 -0.131
C -2.263 6.616 2.958 -0.867
H -1.622 5.134 6.656 0.326
H -2.207 6.625 5.905 0.377
H -2.850 5.050 5.384 0.354
H -0.287 5.848 2.841 0.209
H -2.660 6.059 2.108 0.274
H -2.019 7.626 2.623 0.306
H -3.027 6.677 3.725 0.319
C -6.138 -3.392 9.869 -1.288
C -5.017 -3.595 8.874 0.803
O -3.958 -4.109 9.196 -0.650
N -5.232 -3.181 7.599 -0.035
C -6.418 -2.554 7.045 -0.793
H -5.815 -3.771 10.833 0.294
H -6.378 -2.333 9.969 0.347
H -7.032 -3.936 9.559 0.348
H -4.449 -3.339 6.978 0.191
H -6.806 -3.173 6.234 0.219
H -6.148 -1.577 6.642 0.231
H -7.192 -2.430 7.796 0.393
```

Values from the calculation:
energy above the lowest of the compared OMol25 structures with the same formula, charge and spin	0.0	kcal/mol
calculated total energy	-77095.625	eV
molecular weight	873.157	u
multiplicity	1
highest occupied orbital energy	-8.732	eV
SMILES string	[H]/N=C(\N)NCCCCc1cc(CCCCN/C(N)=N/[H])c2c(c1CCc1ccccc1)C(=O)c1cccc(CCC)c1C2=O.CNC(C)=O.CNC(C)=O.CNC(C)=O.CNC(C)=O
frontier orbital gap	8.351	eV
largest force on an atom	1.32	eV/A

=====

Computed, not measured: a 2-piece molecular cluster, C4H2FO4 overall in a non-equilibrium geometry, with ωB97M-V with the def2-TZVPD basis set.

```
11
Properties=species:S:1:pos:R:3:mulliken_charge:R:1
C 1.248 -0.366 -0.020 -0.089
C 1.085 -1.569 -0.462 0.653
C 0.599 0.873 -1.032 0.556
C -1.513 0.344 0.901 -0.017
O 0.657 -2.558 -0.966 -0.486
O 1.405 1.493 -1.711 -0.647
O -2.086 -0.649 0.553 -0.499
O -0.614 0.964 -0.953 -0.584
F 1.831 -0.087 1.153 -0.307
H -1.810 1.352 0.813 0.226
H -0.802 0.204 1.722 0.194
```

Values from the calculation:
charge	-1
energy above the lowest of the compared OMol25 structures with the same formula, charge and spin	6.2	kcal/mol
calculated total energy	-15086.426	eV
molecular weight	133.054	u
multiplicity	1
highest occupied orbital energy	-4.542	eV
frontier orbital gap	8.276	eV
largest force on an atom	2.21	eV/A

=====

Q: Which formula does entry 4 have?
A: C47H72N10O6